Density functional theory data (the ωB97M-V functional and the def2-TZVPD basis) for a molecular structure, C10H17F3O6S2.

Structure (ORCA input):
```
! RIJCOSX wB97M-V def2-TZVPD def2/J DEFGRID3
* xyz 0 1
C 1.753 -2.193 1.224
C 2.554 -1.718 0.004
O 2.362 -2.530 -1.127
C 2.386 -0.234 -0.329
C 1.089 0.237 -0.960
O 0.592 -0.478 -2.119
S -0.552 0.508 -2.682
O 0.055 1.530 -3.465
O -1.610 -0.219 -3.283
O -0.996 1.121 -1.270
C -0.179 0.520 -0.185
C -1.034 -0.672 0.266
C -2.520 -0.341 0.517
C -3.435 -0.646 -0.656
S -5.179 -0.788 -0.125
C -0.080 1.536 0.930
O 0.966 2.476 0.640
C 1.623 2.949 1.722
F 2.129 1.962 2.497
F 2.648 3.712 1.293
F 0.821 3.707 2.497
H 0.836 -2.667 0.892
H 1.504 -1.364 1.878
H 2.350 -2.899 1.788
H 3.599 -1.843 0.271
H 1.424 -2.636 -1.293
H 3.162 -0.002 -1.053
H 2.592 0.395 0.528
H 1.355 1.209 -1.375
H -0.937 -1.508 -0.420
H -0.648 -1.030 1.216
H -2.833 -0.968 1.347
H -2.643 0.684 0.845
H -3.201 -1.581 -1.147
H -3.410 0.149 -1.387
H -5.572 0.476 -0.307
H 0.041 1.052 1.892
H -1.010 2.094 0.934
*
```

## Properties
LUMO = 0.4 eV
Highest occupied orbital energy = -9.248 eV
Kohn-Sham gap = 9.6178 eV

=====

Density functional theory data (the ωB97M-V functional and the def2-TZVPD basis) for 2 unconnected molecules or ions with the total composition C4H12.

Structure (ORCA input):
```
! RIJCOSX wB97M-V def2-TZVPD def2/J DEFGRID3
* xyz 0 1
C 0.920 -2.001 -0.213
C 0.526 -2.244 -1.664
H 1.628 -2.762 0.113
H 1.449 -1.055 -0.054
H 0.060 -1.937 0.445
H 0.061 -1.378 -2.140
H -0.076 -3.146 -1.738
H 1.430 -2.403 -2.261
C -0.050 2.404 0.805
C -1.457 1.862 1.046
H 0.307 2.240 -0.214
H 0.014 3.443 1.143
H 0.666 1.870 1.448
H -1.648 1.604 2.094
H -1.621 0.936 0.503
H -2.209 2.567 0.686
*
```

## Properties
SMILES = CC.CC
LUMO = 1.1 eV
Highest occupied orbital energy = -11.805 eV
Energy relative to the best compared isomer or geometry (same formula, charge and spin) = 0.1475 eV
Kohn-Sham gap = 12.8902 eV

=====

Density functional theory data (the ωB97M-V functional and the def2-TZVPD basis) for a molecular structure, C48H77Cl2F9O11Si2.

Structure (ORCA input):
```
! RIJCOSX wB97M-V def2-TZVPD def2/J DEFGRID3
* xyz 0 1
C 1.833 -1.164 -0.584
C 2.327 -1.526 0.462
C 2.821 -1.727 1.942
Si 1.347 -1.587 3.195
C -0.237 -0.997 2.319
C -1.046 -2.322 1.857
C -2.607 -2.134 1.882
F -3.036 -2.497 3.178
F -2.947 -0.817 1.576
C -3.268 -3.083 0.770
F -3.343 -2.426 -0.465
F -2.476 -4.217 0.522
C -4.703 -3.637 1.156
F -5.154 -4.352 0.027
F -4.675 -4.565 2.185
C -5.807 -2.535 1.439
F -7.046 -3.166 1.257
F -5.813 -2.059 2.725
F -5.791 -1.474 0.569
O 1.752 -0.786 4.635
Si 1.974 0.909 4.565
C 3.095 1.592 3.210
C 2.561 1.667 1.722
C 2.486 3.152 1.115
C 3.867 3.951 1.236
C 3.645 5.231 2.187
C 3.321 6.454 1.232
C 2.806 7.753 1.988
C 1.238 7.679 2.340
C 0.339 7.958 1.069
C -1.232 7.925 1.330
C -1.675 8.086 2.846
C 2.964 1.287 6.190
C 2.056 1.245 7.497
C 1.850 2.741 8.006
C 0.378 3.093 8.476
C 2.972 3.072 9.081
C 0.289 1.779 4.828
Cl -0.998 0.648 5.549
C -0.339 2.529 3.571
C -1.946 2.501 3.589
Cl 0.079 4.320 3.793
H 1.298 -0.642 -1.415
H 3.664 -1.019 2.174
H 3.248 -2.777 1.963
H 1.090 -2.998 3.575
H -0.957 -0.416 2.961
H -0.078 -0.410 1.373
H -0.726 -3.248 2.408
H -0.736 -2.483 0.773
H 3.442 2.623 3.553
H 4.046 0.961 3.212
H 3.337 1.153 1.069
H 1.594 1.132 1.507
H 2.328 2.983 -0.001
H 1.584 3.727 1.467
H 4.191 4.266 0.196
H 4.632 3.246 1.697
H 2.782 5.072 2.897
H 4.567 5.392 2.832
H 4.310 6.751 0.751
H 2.579 6.120 0.452
H 3.385 7.989 2.923
H 2.898 8.613 1.252
H 1.056 6.618 2.678
H 1.007 8.342 3.225
H 0.652 8.956 0.649
H 0.557 7.155 0.298
H -1.741 7.017 0.891
H -1.668 8.820 0.777
H -2.729 8.519 2.829
H -1.058 8.805 3.448
H -1.786 7.067 3.325
H 3.709 0.425 6.272
H 3.593 2.220 6.087
H 2.679 0.725 8.298
H 1.112 0.642 7.403
H 2.073 3.423 7.120
H 0.409 3.949 9.227
H -0.177 2.248 8.969
H -0.191 3.517 7.587
H 2.813 2.488 10.043
H 3.999 2.749 8.707
H 3.072 4.181 9.293
H 0.425 2.572 5.631
H -0.050 2.131 2.565
H -2.248 3.254 2.787
H -2.377 2.890 4.549
H -2.365 1.514 3.249
O -8.808 -4.121 -5.396
C -8.282 -4.060 -4.320
O -8.924 -4.303 -3.146
C -8.037 -4.037 -2.050
C -6.644 -4.142 -2.631
C -6.849 -3.666 -4.056
H -8.252 -3.037 -1.662
H -8.206 -4.765 -1.256
H -5.903 -3.566 -2.078
H -6.323 -5.187 -2.636
H -6.757 -2.582 -4.141
H -6.172 -4.165 -4.748
O 4.446 2.039 -1.008
C 5.250 1.148 -0.940
O 5.008 -0.044 -0.337
C 6.208 -0.834 -0.335
C 7.053 -0.274 -1.457
C 6.668 1.194 -1.454
H 6.692 -0.731 0.641
H 5.958 -1.880 -0.495
H 8.120 -0.450 -1.321
H 6.757 -0.729 -2.406
H 7.279 1.775 -0.760
H 6.708 1.624 -2.453
O 7.553 -3.691 -1.574
C 7.901 -4.038 -0.480
O 7.566 -3.380 0.664
C 8.233 -3.991 1.779
C 8.563 -5.397 1.324
C 8.794 -5.212 -0.164
H 9.128 -3.408 2.011
H 7.573 -3.986 2.647
H 9.414 -5.830 1.851
H 7.701 -6.050 1.484
H 9.828 -4.942 -0.386
H 8.497 -6.093 -0.730
O -2.691 -1.001 -8.175
C -3.616 -1.735 -7.966
O -3.481 -3.036 -7.583
C -4.773 -3.654 -7.526
C -5.754 -2.513 -7.366
C -5.076 -1.390 -8.125
H -4.933 -4.212 -8.453
H -4.811 -4.348 -6.686
H -6.753 -2.750 -7.732
H -5.839 -2.243 -6.310
H -5.331 -1.405 -9.187
H -5.298 -0.417 -7.689
O -6.526 -3.033 -11.069
C -6.275 -4.090 -11.579
O -5.067 -4.401 -12.119
C -5.138 -5.693 -12.739
C -6.303 -6.391 -12.072
C -7.238 -5.237 -11.759
H -5.294 -5.556 -13.812
H -4.199 -6.225 -12.584
H -6.754 -7.166 -12.693
H -5.972 -6.857 -11.139
H -7.904 -5.014 -12.595
H -7.809 -5.415 -10.850
*
```

## Properties
LUMO = 0.2 eV
Highest occupied orbital energy = -9.584 eV
Kohn-Sham gap = 9.8107 eV